Entry 1:
DFT (ωB97M-V/def2-TZVPD) results for 6 unconnected molecules or ions with the total composition C36H87N3.

Last column: Mulliken charge in e.
Atoms and positions in Å:
C: -0.283 2.740 6.921  -0.9779
C: 1.225 2.604 6.474  -0.9426
N: 1.247 1.931 5.129  0.6725
C: 2.435 2.224 4.310  -0.0320
C: 3.658 1.778 4.888  -2.2909
C: 0.901 0.480 5.035  -1.1187
C: 0.253 0.283 3.691  -0.3909
H: -0.824 1.789 7.319  0.2905
H: -0.995 3.136 6.037  0.1421
H: -0.177 3.503 7.784  0.3460
H: 1.563 1.817 7.102  0.4006
H: 1.645 3.494 6.243  0.6273
H: 2.495 3.268 4.106  0.3891
H: 2.469 1.824 3.241  -0.2367
H: 4.457 1.962 4.483  0.8712
H: 3.554 0.771 4.900  0.4232
H: 3.694 2.204 5.766  0.4836
H: 0.038 0.265 5.628  0.3678
H: 1.722 -0.226 5.265  0.2588
H: -0.706 0.828 3.472  0.0729
H: -0.110 -0.713 3.722  0.4154
H: 0.761 0.383 2.781  0.2354
C: -0.822 -0.254 -0.648  0.3888
C: -1.664 -0.663 0.623  0.6019
N: -2.387 -1.937 0.397  0.7295
C: -2.735 -2.592 1.776  -1.1065
C: -3.467 -1.738 2.837  -1.7786
C: -3.595 -1.732 -0.342  -0.5033
C: -3.746 -3.001 -1.327  -1.0219
H: -1.556 -0.056 -1.401  -0.0600
H: -0.027 -0.959 -0.847  -0.6481
H: -0.211 0.696 -0.467  0.0240
H: -2.388 0.226 0.651  0.2137
H: -0.870 -0.716 1.589  -0.9346
H: -1.780 -2.524 2.386  -0.0123
H: -3.074 -3.453 1.603  1.1403
H: -3.043 -0.898 3.111  0.3710
H: -3.479 -2.166 3.738  0.7007
H: -4.457 -1.552 2.575  0.4437
H: -3.485 -0.787 -1.070  0.2546
H: -4.399 -1.683 0.430  0.3915
H: -4.760 -3.070 -1.722  0.4611
H: -3.584 -4.081 -0.768  0.1704
H: -2.981 -3.236 -1.918  0.0884
C: -1.727 5.849 -0.788  -0.7097
C: -1.717 5.315 0.622  -1.2820
N: -0.297 5.121 1.184  0.2280
C: -0.081 5.349 2.591  -0.4221
C: -1.072 4.714 3.548  -1.5110
C: 0.263 3.855 0.805  -0.0076
C: 1.861 3.933 0.678  -1.9300
H: -1.321 5.009 -1.632  -0.0947
H: -0.976 6.693 -0.851  0.2946
H: -2.777 5.851 -1.391  0.3384
H: -2.357 4.623 0.865  0.7308
H: -2.037 6.031 1.197  0.7815
H: 0.029 6.364 2.952  0.3962
H: 0.935 5.185 2.840  0.0644
H: -0.904 4.994 4.426  0.8240
H: -1.265 3.647 3.597  0.1113
H: -2.017 5.196 3.352  0.4284
H: -0.176 3.410 -0.099  0.2231
H: -0.178 3.051 1.361  0.2019
H: 2.180 4.644 0.000  0.4019
H: 2.018 2.959 0.770  0.5944
H: 2.198 4.521 1.559  0.3706
C: 3.215 -0.625 -5.871  -1.3076
C: 2.866 -1.353 -4.672  -0.3292
C: 1.593 -2.296 -4.865  -0.6528
C: 0.989 -2.704 -3.493  -0.3366
C: -0.303 -3.466 -3.598  0.7087
C: -0.377 -4.687 -4.576  -1.5474
H: 4.090 0.070 -5.566  0.2951
H: 2.379 -0.109 -6.196  0.2814
H: 3.606 -1.335 -6.661  0.3449
H: 2.692 -0.612 -3.875  0.1448
H: 3.761 -1.798 -4.223  0.4758
H: 1.932 -3.236 -5.343  0.4486
H: 0.819 -1.649 -5.229  0.1163
H: 0.869 -1.906 -2.860  -0.2815
H: 1.601 -3.367 -2.971  0.8837
H: -1.240 -2.725 -3.816  -0.3937
H: -0.515 -3.743 -2.617  -0.0288
H: 0.120 -5.674 -4.209  0.2717
H: -0.264 -4.368 -5.590  0.3678
H: -1.341 -5.205 -4.631  0.4650
C: 1.875 -2.072 1.439  -1.0201
C: 2.083 -3.012 0.239  0.7427
C: 1.749 -4.478 0.366  -1.6713
C: 0.398 -4.848 0.796  0.9130
C: 0.092 -6.339 0.827  -1.3319
C: -1.407 -6.677 0.858  -1.2453
H: 2.822 -1.930 1.968  0.5867
H: 1.019 -2.501 2.009  0.1138
H: 1.790 -1.027 1.315  0.2816
H: 3.142 -2.885 -0.095  0.3399
H: 1.658 -2.583 -0.564  -0.9228
H: 2.342 -5.029 1.063  0.3536
H: 1.886 -5.145 -0.353  0.9058
H: -0.407 -4.428 0.142  -0.3226
H: 0.058 -4.339 1.816  0.0846
H: 0.542 -6.696 1.536  0.7720
H: 0.541 -6.904 0.015  0.4841
H: -1.550 -7.600 1.197  0.5489
H: -1.985 -6.435 -0.092  0.2202
H: -2.005 -6.110 1.589  0.2117
C: -2.689 -0.100 -4.080  -1.4320
C: -1.289 0.387 -4.323  0.8650
C: -0.939 1.802 -3.926  -0.9748
C: 0.634 1.906 -3.931  -0.3651
C: 1.046 3.450 -3.776  0.1003
C: 2.520 3.367 -3.536  -1.5131
H: -3.246 0.617 -4.735  0.3797
H: -3.144 -0.274 -3.159  0.1686
H: -2.923 -1.040 -4.678  0.3202
H: -0.857 0.139 -5.298  0.7361
H: -0.653 -0.202 -3.687  -0.8931
H: -1.408 2.214 -2.810  -0.0153
H: -1.241 2.370 -4.651  0.9649
H: 0.967 1.578 -4.941  0.1689
H: 0.928 1.364 -3.057  0.1673
H: 0.474 3.680 -2.880  -0.2473
H: 0.709 3.889 -4.744  0.3923
H: 2.970 4.395 -3.323  0.3779
H: 3.120 2.791 -4.175  0.4173
H: 2.770 3.065 -2.589  0.4585

Structure (SMILES): CCN(CC)CC.CCN(CC)CC.CCN(CC)CC.CCCCCC.CCCCCC.CCCCCC
Highest occupied orbital energy in eV: -8.07
Gap between HOMO and LUMO in eV: 8.77
ΔE to the lowest compared entry with this formula, charge and spin in kcal per mole: 55.3
LUMO energy in eV: 0.7

***

Entry 2:
DFT (ωB97M-V/def2-TZVPD) results for 12 unconnected molecules or ions with the total composition C36H87N5O26S5.

Last column: Mulliken charge in e.
Atoms and positions in Å:
C: 11.429 17.147 12.631  -1.5389
C: 11.726 16.597 11.276  0.2616
O: 11.495 15.147 11.204  -0.0722
S: 10.887 14.628 9.843  1.0003
C: 12.191 14.938 8.728  -0.7655
O: 10.754 13.231 9.994  -0.5532
O: 9.726 15.410 9.412  -0.6854
H: 11.927 16.580 13.397  0.2836
H: 10.366 17.186 12.880  0.3001
H: 11.867 18.122 12.705  0.4894
H: 11.128 17.155 10.535  0.4939
H: 12.815 16.701 11.119  -0.0406
H: 12.321 15.977 8.408  0.3601
H: 11.807 14.386 7.863  0.4419
H: 13.175 14.496 9.095  0.0388
C: 17.457 20.129 11.834  -1.3908
C: 16.479 19.004 11.816  0.2944
O: 17.071 17.919 10.985  -0.2861
S: 16.018 16.760 10.743  1.2343
C: 16.788 15.917 9.349  -1.0195
O: 16.026 15.895 11.882  -0.2821
O: 14.739 17.266 10.310  -0.8606
H: 18.391 19.944 12.419  0.2081
H: 17.089 21.030 12.255  0.4126
H: 17.734 20.280 10.788  0.3832
H: 16.271 18.648 12.832  -0.1458
H: 15.559 19.351 11.304  0.3897
H: 16.284 14.951 9.194  0.2094
H: 17.835 15.735 9.570  0.3355
H: 16.653 16.573 8.469  0.3988
C: 20.654 10.617 14.782  -1.6921
C: 19.664 11.803 14.598  0.6383
O: 20.405 12.912 14.085  -0.4478
S: 19.975 14.396 14.471  1.2002
C: 18.786 14.805 13.194  -0.4120
O: 19.227 14.333 15.735  -0.6674
O: 21.092 15.231 14.413  -0.7184
H: 21.267 10.397 13.949  0.4011
H: 20.081 9.771 15.066  0.3864
H: 21.441 10.834 15.532  0.3946
H: 19.082 11.460 13.783  -0.1644
H: 19.153 11.948 15.537  0.3344
H: 18.362 15.817 13.363  -0.3235
H: 17.951 14.091 13.349  -0.0759
H: 19.169 14.709 12.181  0.6935
C: 14.897 13.176 21.161  -0.9738
C: 16.370 13.251 20.783  -0.4226
O: 16.582 14.205 19.675  -0.0932
S: 16.532 15.745 20.040  0.7248
C: 18.107 16.222 19.871  -0.9458
O: 15.710 16.233 19.027  -0.3298
O: 16.042 15.877 21.429  -0.6809
H: 14.604 14.120 21.586  0.4544
H: 14.711 12.462 21.948  0.5120
H: 14.271 12.816 20.327  -0.0965
H: 16.948 13.684 21.611  0.4175
H: 16.725 12.246 20.476  0.3021
H: 18.568 15.832 20.809  0.3995
H: 18.158 17.294 20.007  0.4843
H: 18.566 15.819 19.002  0.1818
C: 21.742 14.445 18.419  -1.1231
C: 22.277 15.621 17.573  -0.2434
O: 21.068 16.496 17.518  -0.2180
S: 21.281 18.039 17.197  1.2164
C: 20.689 18.408 15.547  -0.5054
O: 20.420 18.744 18.148  -0.6587
O: 22.717 18.252 17.190  -0.6960
H: 20.932 13.800 17.983  0.1427
H: 21.287 14.872 19.286  0.3087
H: 22.514 13.774 18.736  0.4377
H: 23.095 16.215 17.996  0.5113
H: 22.518 15.343 16.522  0.2264
H: 21.048 17.608 14.931  0.1446
H: 21.168 19.356 15.293  0.4845
H: 19.598 18.463 15.513  0.0324
C: 9.260 17.227 15.705  -0.6345
O: 9.869 17.056 16.962  -0.3701
C: 11.056 16.455 16.883  0.4895
O: 11.600 16.038 15.865  -0.1605
O: 11.463 16.204 18.186  -0.4147
C: 12.655 15.493 18.510  -0.4560
H: 8.284 17.709 15.816  0.3518
H: 8.955 16.302 15.289  0.2380
H: 9.810 17.901 15.007  0.2032
H: 13.093 14.920 17.643  -0.0450
H: 12.458 14.805 19.305  0.2173
H: 13.429 16.165 18.654  0.6397
C: 11.613 10.976 19.958  -0.8804
O: 11.498 11.968 18.950  -0.0183
C: 10.369 11.980 18.259  0.5357
O: 9.484 11.172 18.335  -0.6042
O: 10.311 13.091 17.540  -0.0152
C: 9.066 13.220 16.814  -0.4538
H: 12.633 10.899 20.249  0.1466
H: 11.217 10.032 19.610  0.3952
H: 11.018 11.271 20.755  0.4113
H: 8.218 13.254 17.516  0.2942
H: 8.951 12.393 16.065  0.3287
H: 9.109 14.140 16.251  -0.1065
C: 10.422 9.831 11.138  -0.8814
N: 10.592 10.920 12.121  -0.1313
C: 11.494 10.978 13.130  0.4873
C: 11.389 12.285 13.890  0.0531
O: 12.294 10.054 13.336  -0.7198
H: 10.216 8.922 11.668  0.3101
H: 11.278 9.742 10.496  0.2011
H: 9.632 10.124 10.453  0.3479
H: 10.155 11.769 11.761  0.2666
H: 10.714 12.995 13.354  0.3309
H: 12.286 12.932 13.928  -0.0386
H: 11.145 12.241 14.945  -0.2482
C: 14.881 7.479 12.670  -1.0262
N: 15.514 8.379 13.601  -0.0267
C: 16.790 8.787 13.667  0.5586
C: 17.801 8.158 12.719  -1.3084
O: 17.129 9.703 14.399  -0.5154
H: 15.334 6.503 12.850  0.4261
H: 14.889 7.755 11.607  0.2889
H: 13.801 7.401 12.938  0.2935
H: 14.906 9.064 14.091  0.0992
H: 17.264 7.834 11.800  0.4137
H: 18.228 7.295 13.250  0.3258
H: 18.509 8.958 12.541  0.2646
C: 14.590 11.486 16.667  -0.2456
N: 15.898 10.702 16.816  0.3760
C: 16.329 10.360 18.040  0.7672
C: 17.808 9.905 18.166  -1.0929
O: 15.686 10.472 19.065  -0.6516
H: 14.322 11.408 15.569  0.0373
H: 14.789 12.519 16.950  -0.2222
H: 13.900 11.006 17.341  0.3986
H: 16.416 10.611 15.980  0.1023
H: 18.506 10.763 18.175  0.1086
H: 18.111 9.151 17.404  0.3209
H: 17.995 9.574 19.183  0.4143
C: 15.513 15.258 15.990  -1.2099
N: 16.725 15.925 15.579  1.7702
C: 16.810 17.197 15.140  0.7708
C: 15.645 18.109 15.512  -1.5566
O: 17.825 17.556 14.548  -0.6650
H: 14.862 15.231 15.132  0.4349
H: 15.021 15.858 16.748  0.1205
H: 15.720 14.225 16.296  0.2452
H: 17.607 15.457 15.587  -0.6176
H: 15.570 18.096 16.606  0.4066
H: 14.736 17.875 14.919  0.2698
H: 15.890 19.116 15.147  0.4134
C: 15.973 12.349 12.272  -0.9162
N: 14.756 11.760 11.717  0.5203
C: 14.538 11.852 10.352  0.6828
C: 13.596 10.872 9.656  -0.8545
O: 15.131 12.672 9.720  -0.6077
H: 16.850 11.642 12.313  0.2396
H: 15.748 12.583 13.319  0.1650
H: 16.222 13.198 11.668  0.3430
H: 14.275 11.013 12.224  -0.1736
H: 13.525 9.955 10.268  0.0731
H: 14.131 10.740 8.733  0.4687
H: 12.642 11.399 9.473  0.0647

Structure (SMILES): CCOS(C)(=O)=O.CCOS(C)(=O)=O.CCOS(C)(=O)=O.CCOS(C)(=O)=O.CCOS(C)(=O)=O.COC(=O)OC.COC(=O)OC.CNC(C)=O.CNC(C)=O.CNC(C)=O.CNC(C)=O.CNC(C)=O
Highest occupied orbital energy in eV: -9.30
Gap between HOMO and LUMO in eV: 9.53
LUMO energy in eV: 0.2

***

Entry 3:
DFT (ωB97M-V/def2-TZVPD) results for a molecular structure, C36H88F7N7O18S5V.

Last column: Mulliken charge in e.
Atoms and positions in Å:
O: -2.319 10.106 5.123  -0.4758
V: -2.054 9.092 6.383  1.4772
O: -0.468 9.062 6.742  -0.0443
C: 1.554 6.651 3.837  -0.1666
F: 2.221 7.453 4.647  0.0644
F: 2.386 6.148 2.917  -0.0458
F: 1.073 5.668 4.571  -0.1431
S: 0.088 7.647 3.070  0.4805
O: 0.621 8.997 2.799  -0.6247
O: -0.212 6.875 1.872  -0.2911
O: -0.955 7.708 4.080  -0.2752
C: 5.441 5.475 0.620  -1.4378
C: 5.765 6.960 0.669  -0.1365
N: 4.795 7.917 -0.155  0.9676
C: 3.492 7.969 0.591  0.0916
C: 5.523 9.295 -0.363  -0.3812
C: 5.471 10.223 0.867  -1.2323
C: 4.391 7.339 -1.552  -0.0516
C: 5.601 7.278 -2.493  -1.2706
O: 6.835 6.903 -1.976  -0.2304
C: 7.906 6.932 -2.924  -0.8386
H: 4.438 5.185 0.932  0.1957
H: 6.109 4.971 1.319  0.5799
H: 5.613 5.020 -0.356  0.3363
H: 6.775 7.236 0.364  0.6328
H: 5.735 7.298 1.704  0.1679
H: 2.818 8.672 0.103  0.5380
H: 3.631 8.411 1.578  -0.3397
H: 3.191 6.923 0.659  -0.3620
H: 4.931 9.811 -1.119  0.4124
H: 6.565 9.160 -0.654  0.3028
H: 6.208 11.024 0.809  0.5192
H: 5.671 9.858 1.875  0.2209
H: 4.491 10.696 0.814  0.1229
H: 3.595 7.936 -1.997  0.5302
H: 4.069 6.314 -1.372  -0.1804
H: 5.682 8.222 -3.031  0.5384
H: 5.273 6.560 -3.245  0.5682
H: 8.862 6.791 -2.421  0.2685
H: 7.875 7.829 -3.542  0.3276
H: 7.706 6.047 -3.529  0.3344
C: 1.534 10.999 11.719  -1.3680
C: 2.807 10.357 11.156  -0.5537
N: 2.644 9.383 9.947  0.9736
C: 1.596 9.882 8.947  -1.2211
C: 3.982 9.242 9.146  -0.2773
C: 5.309 9.261 10.007  -1.4191
C: 2.266 8.064 10.641  -0.8417
C: 1.730 6.955 9.749  -0.6678
O: 2.584 6.478 8.756  -0.3554
C: 1.857 5.950 7.579  -0.5142
H: 1.208 11.851 11.122  0.3339
H: 1.785 11.436 12.686  0.4449
H: 0.745 10.312 12.025  0.3267
H: 3.321 9.881 11.990  0.4567
H: 3.424 11.200 10.846  0.4250
H: 1.761 10.939 8.739  0.4487
H: 0.585 9.726 9.323  0.3834
H: 1.835 9.363 8.019  0.2596
H: 4.028 10.031 8.395  0.4197
H: 3.988 8.303 8.593  0.1386
H: 6.217 9.351 9.411  0.4123
H: 5.330 8.383 10.652  0.3728
H: 5.342 10.113 10.686  0.3163
H: 1.504 8.375 11.356  0.5189
H: 3.059 7.647 11.262  0.3864
H: 0.763 7.300 9.383  0.2453
H: 1.502 6.145 10.442  0.4881
H: 2.364 5.374 6.805  0.1468
H: 1.376 6.841 7.175  0.0940
H: 0.913 5.490 7.876  0.4812
C: 3.476 12.847 2.815  -0.9849
C: 2.089 12.371 2.303  -0.2367
N: 0.891 12.989 3.070  0.4799
C: 0.820 12.297 4.438  -1.0680
C: 1.056 14.529 3.284  -0.5601
C: 1.145 15.290 1.886  -1.2970
C: -0.364 12.533 2.259  -0.4207
C: -1.767 13.060 2.680  -0.8810
O: -1.877 14.433 2.517  -0.2082
C: -3.082 15.107 2.621  -0.8191
H: 3.722 12.361 3.759  -0.0283
H: 3.656 13.913 2.957  0.3385
H: 4.254 12.528 2.121  0.2875
H: 2.050 11.284 2.241  0.2062
H: 1.997 12.755 1.286  0.4830
H: 0.051 12.653 5.123  0.2787
H: 1.842 12.371 4.810  0.4340
H: 0.555 11.264 4.215  0.3352
H: 1.993 14.652 3.826  0.7287
H: 0.278 14.902 3.950  0.4444
H: 2.116 15.198 1.401  0.3228
H: 1.169 16.363 2.074  0.4563
H: 0.337 15.089 1.182  0.2809
H: -0.461 11.448 2.220  0.1560
H: -0.126 12.885 1.255  0.5475
H: -1.922 12.804 3.728  0.2569
H: -2.544 12.572 2.092  0.5491
H: -3.351 15.159 3.676  0.3185
H: -3.813 14.551 2.035  0.2998
H: -3.147 16.130 2.249  0.2657
C: 0.906 0.200 1.343  -1.4632
C: 0.662 1.437 0.499  -0.0784
N: -0.456 2.498 0.904  0.2858
C: -1.868 1.950 0.475  -0.9288
C: -0.344 2.812 2.406  -0.6363
C: -1.462 3.764 2.939  -0.9404
C: -0.300 3.767 -0.030  0.1754
C: 1.073 4.553 0.205  -0.0705
O: 2.103 4.015 -0.608  -0.3419
C: 2.076 4.277 -2.010  -0.7814
H: 0.003 -0.404 1.433  0.3904
H: 1.321 0.397 2.332  0.2962
H: 1.657 -0.442 0.883  0.4431
H: 0.484 1.210 -0.552  0.4414
H: 1.635 1.924 0.572  0.1569
H: -2.160 1.232 1.242  0.4034
H: -1.798 1.467 -0.499  0.3467
H: -2.534 2.813 0.445  0.3401
H: 0.672 3.143 2.622  0.5134
H: -0.432 1.858 2.925  0.5082
H: -2.422 3.313 2.688  0.3891
H: -1.379 4.740 2.460  0.0273
H: -1.467 3.969 4.009  0.4566
H: -1.127 4.414 0.260  -0.6188
H: -0.490 3.393 -1.036  0.6791
H: 1.393 4.691 1.238  -0.5148
H: 1.007 5.607 -0.066  0.7234
H: 2.138 5.361 -2.107  0.2985
H: 1.148 3.993 -2.507  0.2735
H: 2.982 3.919 -2.499  0.3299
C: -3.100 7.507 1.267  -0.7137
C: -3.806 6.320 0.637  0.3916
O: -3.613 5.084 0.815  -0.4861
N: -4.771 6.732 -0.515  -0.2079
H: -4.642 7.643 -0.932  0.3886
H: -4.629 6.171 -1.343  0.4209
C: -6.252 6.687 0.005  -0.7545
H: -2.599 7.114 2.152  -0.1137
H: -3.775 8.345 1.447  0.5761
H: -2.309 7.899 0.628  0.3923
H: -6.858 6.952 -0.861  0.3922
H: -6.369 7.337 0.872  0.3107
H: -6.410 5.630 0.219  0.3485
N: 5.861 10.337 4.923  -0.5014
S: 4.635 9.501 5.022  1.2308
O: 4.504 8.634 6.205  -0.4244
O: 4.105 9.039 3.739  -0.4519
F: 3.582 10.785 5.391  -0.5142
S: 6.931 9.038 4.686  0.9623
O: 6.527 7.747 4.100  -0.4501
O: 8.044 9.017 5.624  -0.6252
F: 7.771 9.829 3.510  -0.3215
N: 4.826 3.161 5.802  -0.1932
S: 4.325 3.557 4.445  0.9397
O: 2.967 3.066 4.177  -0.4987
O: 5.221 3.677 3.283  -0.5214
F: 3.982 5.105 4.807  -0.1551
S: 5.026 1.530 5.615  0.9436
O: 5.361 0.968 4.288  -0.5246
O: 4.304 0.617 6.500  -0.5925
F: 6.474 1.549 6.440  -0.3209

Charge: +3
Highest occupied orbital energy in eV: -13.03
Gap between HOMO and LUMO in eV: 1.85
LUMO energy in eV: -11.2

***

Q: Among the records above, which one has the highest gap between HOMO and LUMO?
A: C36H87N5O26S5